Record 1
This record from OMol25 describes a cluster of 2 separate species, C5H8N in total in a non-equilibrium geometry. The level of theory is ωB97M-V/def2-TZVPD.

Properties
Kohn-Sham gap: 10.483 eV
LUMO energy: -3.78 eV

```
! RIJCOSX wB97M-V def2-TZVPD def2/J DEFGRID3
* xyz 1 1
N -0.78639 -1.01501 0.93614
C 1.13020 0.40897 -1.98369
C 1.27914 0.56727 0.83132
C 0.03335 0.18724 0.88115
C -1.35080 0.28455 0.62721
C 0.14771 -0.27657 -1.91390
H -2.11820 0.74724 1.37455
H -0.80465 -1.36192 1.88781
H -1.49166 0.29774 -0.42188
H 2.03566 -0.05323 0.64735
H 1.55694 1.56677 1.02614
H -0.94093 -1.66361 0.18377
H 1.99405 1.06709 -2.03986
H -0.68440 -0.75654 -2.03610
*
```


Record 2
This record from OMol25 describes the molecule C6H11N3 in a non-equilibrium geometry. The level of theory is ωB97M-V/def2-TZVPD.

Properties
Kohn-Sham gap: 8.303 eV
LUMO energy: 0.53 eV

```
! RIJCOSX wB97M-V def2-TZVPD def2/J DEFGRID3
* xyz 0 1
N -0.99171 1.85514 -0.84293
N 0.16136 1.08617 2.27739
N -1.61754 -0.20134 0.31161
C 1.85503 1.07658 -0.70580
C -1.56191 -1.50425 0.90503
C -0.41234 0.75770 1.25269
C -0.60565 0.61676 -0.18388
C 1.05627 -1.25710 -0.93238
C 0.88324 0.17406 -0.51293
H 1.18180 -1.90755 -0.06190
H -1.06549 1.64450 -1.83497
H 0.19622 -1.59477 -1.51444
H -1.05266 -2.31002 0.35930
H 1.15645 1.30661 2.23121
H 2.78038 0.80636 -1.20521
H -1.92741 2.09357 -0.52124
H -1.11354 -1.51520 1.91296
H 1.94355 -1.37910 -1.55901
H 1.70952 2.12233 -0.46529
H -2.57557 -1.87046 1.08979
*
```


Record 3
This record from OMol25 describes the molecule C3H3NO3S in a non-equilibrium geometry. The level of theory is ωB97M-V/def2-TZVPD.

Properties
Kohn-Sham gap: 8.793 eV
LUMO energy: -0.62 eV

```
! RIJCOSX wB97M-V def2-TZVPD def2/J DEFGRID3
* xyz 0 1
S -2.00082 -1.04841 -1.95720
O 1.74961 0.00774 0.95128
O 0.25653 -1.52153 -0.84675
O 0.30245 1.51877 0.04697
N -0.72248 1.00342 0.94386
C 1.49296 1.02282 0.31953
C -0.91447 -0.88027 -0.76002
C -1.23207 -0.06706 0.45336
H 2.25458 1.66324 -0.13135
H 0.86084 -1.27204 -0.10214
H -2.04715 -0.42669 1.08247
*
```


Record 4
This record from OMol25 describes the molecule C4H8S in a non-equilibrium geometry. The level of theory is ωB97M-V/def2-TZVPD.

Properties
Kohn-Sham gap: 9.859 eV
LUMO energy: 0.87 eV

```
! RIJCOSX wB97M-V def2-TZVPD def2/J DEFGRID3
* xyz 0 1
S 2.59144 -0.65970 -0.17891
C 1.51172 0.86286 -0.10441
C -0.79483 0.22017 -0.52384
C 0.14627 0.57954 0.29858
C -1.84448 -0.73439 -0.05422
H 1.93337 1.56825 0.58412
H 1.68453 1.34580 -1.07927
H 1.98747 -1.25312 0.93026
H -0.00886 0.66333 1.40627
H -0.62942 0.34312 -1.55478
H -2.33615 -0.52888 0.92996
H -2.70407 -0.60056 -0.67617
H -1.53698 -1.80640 0.02241
*
```


Record 5
This record from OMol25 describes a cluster of 9 separate species, C46H50F3N8O3P in total in a non-equilibrium geometry. The level of theory is ωB97M-V/def2-TZVPD.

Properties
Kohn-Sham gap: 8.854 eV
LUMO energy: 0.75 eV

```
! RIJCOSX wB97M-V def2-TZVPD def2/J DEFGRID3
* xyz 0 1
P -2.94874 -5.10418 0.58543
F -5.31529 -6.49784 -1.67543
F -6.58430 -8.05093 -0.84916
F -5.40338 -8.42603 -2.62049
O -4.44054 -8.27653 -0.61696
O -1.36302 -7.32441 0.84561
O 0.28629 -7.22520 -0.67245
N 2.58505 0.17927 -1.85553
N -6.93373 -5.73932 3.50907
N -0.91155 4.75322 1.66694
N 3.15024 -6.35844 -6.57134
N 5.51000 12.97344 3.23526
N -2.30741 -1.08776 0.23261
N 2.18851 -3.79340 -0.85522
N 1.17983 9.33863 2.32010
C 6.50588 12.79133 2.37022
C -0.04032 4.92177 2.66166
C -3.10518 -7.74412 -0.75635
C 0.95557 9.22081 1.01339
C 2.38463 -3.86917 -3.24106
C -7.95811 -6.14530 2.76238
C -2.09644 -0.13157 -0.67022
C -1.97631 -0.82374 1.49446
C 2.71407 10.72890 0.45956
C 3.72962 -7.26270 -7.35797
C 2.16929 10.14553 2.70075
C 7.45480 14.92568 2.83370
C -1.83994 6.89262 2.21219
C 2.04281 -3.23518 -2.05651
C -0.35182 -6.69128 0.18572
C 3.47561 -5.90596 -9.29956
C 1.69040 9.89083 0.04680
C -9.32286 -6.58217 4.66460
C -4.72984 -4.94158 0.98054
C -1.79144 5.72958 1.45739
C 4.50571 -0.78140 -0.79260
C 3.85413 -0.22046 -1.88132
C -2.71572 -6.95422 0.50471
C 2.69095 -5.02586 -0.81482
C -0.00697 6.04459 3.47277
C 2.96287 10.86178 1.81679
C 2.86922 -4.95641 -8.49322
C 7.49848 13.73040 2.13427
C -7.09583 -5.75313 4.83043
C -1.42218 0.38076 1.90368
C 2.48066 -0.52329 0.43503
C 3.80216 -0.93564 0.39025
C 3.06448 -5.74299 -1.94131
C 1.92103 0.02369 -0.70932
C 2.90857 -5.15228 -3.18480
C -9.16815 -6.57375 3.28786
C -5.40492 -7.81872 -1.41768
C -1.17883 1.35789 0.95126
C 3.91567 -7.08550 -8.72083
C 5.48141 14.12571 3.90177
C -8.26436 -6.16317 5.45476
C -1.52774 1.09505 -0.36510
C -0.92657 7.05492 3.24160
C -2.78120 -4.43761 -1.09811
C 6.42452 15.12903 3.73756
C 2.73174 -5.23036 -7.14073
H -2.57618 7.65415 1.99214
H 4.39391 -7.85575 -9.31031
H 2.79581 -5.46401 0.17255
H 0.15009 8.55076 0.72925
H -10.25135 -6.91032 5.11392
H -6.24679 -5.41860 5.41654
H 5.53857 -1.09154 -0.87621
H 2.26012 -4.51105 -6.47951
H -4.87820 -4.10297 1.66437
H 4.66264 14.24930 4.60195
H 3.18143 -5.68003 -4.09132
H -3.55041 -4.74325 -1.81492
H -5.35850 -4.80904 0.09495
H 8.21040 15.68474 2.67760
H 8.28409 13.52587 1.41987
H 6.50809 11.84418 1.84061
H -2.36666 -0.37435 -1.69275
H -0.92231 7.95469 3.83999
H 4.37382 -0.08510 -2.82412
H -7.79984 -6.12793 1.68876
H 3.60218 -5.73026 -10.36009
H 3.30969 11.26998 -0.26504
H -5.07065 -5.84897 1.49160
H -0.12947 -5.68043 0.56741
H -0.72908 2.30560 1.21833
H -1.78670 -4.69114 -1.48495
H -2.49165 5.57110 0.64405
H 3.45817 -6.74528 -1.84292
H -1.16747 0.53692 2.94361
H -3.33172 -7.33979 1.32514
H 3.75059 11.50332 2.19045
H 2.24165 -3.36094 -4.18575
H -8.33854 -6.15379 6.53365
H 4.05925 -8.17403 -6.87135
H 4.27367 -1.37295 1.26081
H 2.33696 10.22198 3.76970
H -2.82246 -3.35327 -0.94383
H -1.33996 1.82029 -1.14587
H 6.34946 16.04565 4.30634
H 0.67065 4.11535 2.81171
H 0.73115 6.12931 4.25831
H 1.46363 9.75389 -1.00188
H 0.88505 0.33809 -0.71477
H 1.63131 -2.23354 -2.06688
H -2.44083 -8.60824 -0.83395
H 2.50809 -4.02171 -8.89986
H -9.96556 -6.89287 2.63079
H -2.15160 -1.62356 2.20634
H 1.88803 -0.62790 1.33368
H -3.02406 -7.16643 -1.68114
*
```


Record 6
This record from OMol25 describes a cluster of 2 separate species, C3H7OS in total in a non-equilibrium geometry. The level of theory is ωB97M-V/def2-TZVPD.

Properties
Kohn-Sham gap: 6.380 eV
LUMO energy: 3.97 eV

```
! RIJCOSX wB97M-V def2-TZVPD def2/J DEFGRID3
* xyz -1 1
S 1.97674 0.03207 -0.23977
O -2.77941 0.56822 0.72090
C -1.62209 0.21226 0.68263
C 1.42908 -0.34531 -1.94108
C -0.67947 0.23908 1.81780
H 0.88958 -1.29431 -2.05501
H -1.14866 -0.07397 -0.26908
H -0.20071 -0.75033 1.75870
H -1.04569 0.38718 2.83768
H 2.23185 -0.37845 -2.69653
H 0.79524 0.47911 -2.29225
H 0.15354 0.92443 1.67602
*
```


Record 7
This record from OMol25 describes a cluster of 11 separate species, C36H96O38P8 in total in a non-equilibrium geometry. The level of theory is ωB97M-V/def2-TZVPD.

Properties
Kohn-Sham gap: 10.250 eV
LUMO energy: 0.10 eV

```
! RIJCOSX wB97M-V def2-TZVPD def2/J DEFGRID3
* xyz 0 1
P 4.51081 -4.82307 3.94792
P -0.61321 -4.26258 -7.24633
P 7.10397 7.70548 -1.88095
P -3.46832 -4.80596 6.22574
P -6.01852 3.26458 3.29942
P -1.39232 7.32912 0.57297
P 2.18596 1.39413 6.68107
P 1.20034 0.24494 -1.04872
O 4.40156 -6.35401 3.44856
O -2.37421 -5.71121 6.58842
O 8.57272 8.33865 -1.53503
O -4.35990 -1.62548 0.23542
O 4.88837 -4.02222 2.57430
O 0.74718 -7.97456 -1.65259
O -1.51155 6.35391 1.86771
O 0.45612 0.49985 -2.46443
O 7.03938 6.25279 -1.18955
O -3.77197 -3.67105 7.38293
O -4.87199 -5.51197 5.90908
O -1.53076 -3.87141 -8.55188
O -0.17724 -5.78834 -7.57256
O -1.55413 6.27838 -0.66261
O 1.47411 -1.35326 -1.03496
O -1.21648 -4.02730 -5.94588
O 2.42653 1.04212 -0.92504
O -5.92507 1.74600 3.75938
O -0.22490 8.22926 0.54862
O 2.99488 0.32868 5.76831
O 6.79135 7.67559 -3.30367
O 5.50887 1.73470 -7.96553
O 5.85147 -4.85395 4.89136
O -5.71045 -2.43695 -1.47179
O -2.79024 8.16923 0.56282
O 6.04464 8.50690 -1.00436
O 0.12630 0.52477 0.10336
O -1.36613 -8.91539 -1.34857
O 3.41436 2.08913 7.55250
O 3.71331 3.15057 -7.76389
O 3.31639 -4.30872 4.63708
O -3.18977 -3.83916 4.91401
O -5.30617 4.18368 4.19075
O -5.44882 3.27248 1.76593
O 1.46612 0.47816 7.84405
O -7.63875 3.41346 3.23790
O 0.79219 -3.45589 -7.51685
O 1.34267 2.42004 5.99730
C 3.07461 2.72267 -8.96451
C 0.38140 -0.34648 7.42580
C -3.93907 -3.98253 8.74527
C -0.06893 -8.89661 -1.73869
C 1.67889 3.36983 -9.04751
C -4.97917 -6.52833 4.86077
C 8.85546 9.67968 -1.89852
C -6.24672 2.69432 0.79960
C -0.68081 1.69587 0.08418
C -5.41810 -2.03742 -0.22816
C -1.97829 -7.43818 0.46926
C -4.35239 -1.19624 -3.03955
C 0.46460 1.79023 -3.00475
C 0.40712 -2.26598 -0.97520
C -4.04953 7.54887 0.71309
C -1.91830 -3.59817 4.42065
C 5.41143 3.01579 -5.96316
C 6.25733 -3.65858 5.47865
C -4.73754 -2.59015 -2.51436
C -1.87758 6.78250 -1.92627
C -2.05904 -7.72208 -1.05792
C 1.19462 -2.35986 -6.79121
C -8.17080 4.70115 3.08407
C 4.76756 8.75862 -1.54867
C 3.63073 0.73124 4.57362
C 3.29772 -6.77843 2.65116
C 0.57051 -5.96870 -8.76011
C -1.35661 6.77366 3.20400
C 4.10513 3.24258 7.05892
C 5.76421 -4.55648 1.62921
C -2.31327 -2.66798 -8.60489
C -6.58726 -2.26729 0.71632
C -4.68565 1.17124 4.19957
C 5.84533 5.43567 -1.31289
C 4.88121 2.54668 -7.34605
C 0.28412 -10.28204 -2.28820
H -1.66493 -6.93308 -1.69842
H 1.18523 1.97402 -3.80161
H -0.07921 -11.00698 -1.55980
H 6.05498 -3.60857 6.54853
H -9.05969 4.83363 3.70086
H 0.73136 -3.02026 -0.25825
H -1.09685 6.60677 -2.66634
H 3.12495 0.23913 3.74288
H -3.99030 6.55006 0.28068
H -0.32444 2.55039 0.65942
H 1.74229 4.44045 -8.85294
H 3.54074 -6.67535 1.59360
H 3.06412 -7.82999 2.81775
H -2.53106 -2.09397 -7.70423
H -0.12708 -0.03616 6.51297
H -0.63293 6.12420 3.69651
H -8.57982 4.91085 2.09572
H -5.12999 -0.53203 -3.41670
H -5.03769 -3.32555 -3.26081
H -0.51406 2.07653 -3.38990
H 4.27179 7.82736 -1.82269
H -0.87652 1.92754 -0.96278
H 0.76081 -1.35118 7.23943
H 2.18412 -2.58871 -6.39546
H 4.70125 0.53243 4.62418
H 9.87848 9.81743 -2.24859
H 2.36219 -6.24458 2.81816
H -4.97800 -3.77300 8.99988
H -2.12639 7.84362 -1.94092
H -3.99621 -0.60886 -2.19325
H 5.18949 3.13525 7.03188
H -2.28970 6.62182 3.74658
H -4.76577 0.77329 5.21116
H -1.59668 1.36117 0.57128
H -7.18753 2.25454 1.13062
H 1.54329 -6.44627 -8.64303
H -3.10380 -7.84997 -1.34116
H -3.31307 -2.84211 -9.00262
H 5.73696 -2.78091 5.09527
H -6.45731 3.51303 0.11151
H -3.95308 1.97707 4.15424
H -5.66739 1.99882 0.19235
H 0.34614 -2.70325 -1.97179
H 8.78801 10.43239 -1.11303
H 6.44602 2.83016 -5.67460
H -6.87441 -1.34759 1.22600
H -3.28899 -3.42002 9.41543
H -0.03644 -6.66678 -9.33664
H 0.73051 -5.06981 -9.35551
H 6.27237 -5.49572 1.84763
H -1.76588 -2.00871 -9.27856
H 8.29645 9.93055 -2.80002
H 5.15144 4.07282 -5.90655
H -7.49286 5.51679 3.33553
H -0.95950 7.78836 3.23222
H 4.24100 9.32041 -0.77716
H -4.33212 7.55252 1.76581
H -2.53225 -6.56749 0.82016
H -0.97014 -7.44007 0.88364
H 0.79379 2.53620 -2.28137
H -5.51881 -7.39598 5.24036
H 5.19027 5.70393 -2.14177
H -1.71890 -4.22732 3.55319
H -5.46274 -6.03460 4.01788
H 1.32768 -10.54967 -2.45392
H -0.21640 -10.40288 -3.24892
H 5.18183 -4.63708 0.71137
H -4.71674 8.17363 0.11930
H -3.97295 -6.75954 4.51125
H 0.50266 -2.06878 -6.00091
H 1.38947 -1.52402 -7.46314
H -0.52468 -1.75541 -0.73196
H 5.30237 5.37149 -0.36993
H -0.42941 -0.29164 8.15221
H -2.84158 6.34305 -2.18254
H 3.84622 3.41223 6.01380
H -1.25240 -3.97939 5.19481
H 1.31205 3.23194 -10.06461
H -6.27859 -2.99681 1.46507
H -3.80813 -3.02414 -2.14564
H -2.57505 -8.21211 0.95195
H 4.88938 9.41459 -2.41062
H 3.93895 4.12096 7.68257
H -1.78871 -2.52556 4.27640
H 3.72474 3.09511 -9.75617
H -3.74249 -5.03760 8.93569
H 4.90557 2.43827 -5.18942
H 3.42566 1.77882 4.35311
H -4.45189 0.33534 3.54022
H 6.55453 -3.83977 1.40604
H 7.32490 -3.55723 5.28331
H 3.02805 1.63436 -9.00348
H -3.48626 -1.05181 -3.68535
H 6.20292 4.42769 -1.52316
H 1.10077 2.84731 -8.28537
H -7.52959 -2.59322 0.27598
*
```


Record 8
This record from OMol25 describes the molecule C9H19NO2Si in a non-equilibrium geometry. The level of theory is ωB97M-V/def2-TZVPD.

Properties
Kohn-Sham gap: 9.882 eV
LUMO energy: 0.57 eV

```
! RIJCOSX wB97M-V def2-TZVPD def2/J DEFGRID3
* xyz 0 1
Si 0.78117 2.29833 0.46714
O -1.69579 -0.67575 -0.34299
O -1.76149 1.54497 -0.35997
N 0.15523 0.69210 0.44090
C 0.07691 -2.10238 0.95110
C 2.68806 2.21596 1.03166
C -1.13604 0.52146 -0.13153
C -0.35082 -2.30143 -2.11037
C -1.25404 -1.97114 0.19064
C -1.01594 -2.79167 -1.07761
C -1.44810 -4.16852 -0.89518
C 0.70278 3.12350 -1.35245
C -0.19352 3.39223 1.73508
H 0.16025 2.36177 -1.85175
H 1.76058 3.26826 -1.59297
H 0.38921 4.18851 2.01542
H -1.13741 3.79329 1.22198
H 0.01406 -1.73848 2.06081
H 2.67965 2.88585 1.87515
H -0.12795 -2.89417 -2.89501
H 2.92764 1.16859 1.26883
H -2.21785 -2.35774 0.58149
H 0.01703 -1.35142 -2.09297
H -2.28482 -4.22455 -0.11132
H -0.48904 2.90760 2.65529
H -1.95619 -4.58521 -1.87259
H 3.20347 2.50410 0.24162
H -0.72889 -4.93531 -0.57541
H 0.94905 -1.74845 0.44560
H 0.19961 4.10130 -1.06489
H 0.16040 -3.25020 0.93200
H 0.93279 0.12860 0.21231
*
```


> Look up the Kohn-Sham gap of the second one.

8.303 eV